Version one
C5H9NO4 | ωB97M-V with the def2-TZVPD basis set

The HOMO energy is -9.87 eV. The total charge is 0. Its lowest unoccupied orbital energy is 0.598 eV.

Positions of all 19 atoms, in Å:
C 2.2274 -3.7303 -2.4484
C 2.1486 -3.5306 -0.9497
C 1.9722 -4.8616 -0.1738
N 3.3331 -4.9830 0.3347
C 3.4909 -3.1186 -0.3017
O 4.5267 -2.8283 -0.8459
O 1.1040 -2.6458 -0.5129
C 1.0081 -1.4180 -1.0261
O 0.1264 -0.6759 -0.6889
H 2.9300 -4.5497 -2.6434
H 1.2323 -3.9951 -2.8291
H 2.5783 -2.8333 -2.9732
H 1.2377 -4.7513 0.6378
H 1.6829 -5.6839 -0.8373
H 3.7495 -5.9044 0.3970
H 1.8135 -1.1417 -1.7313
H 3.3839 -4.2926 1.4705
O 3.4184 -2.7032 1.4562
H 2.5352 -2.3274 1.5680

Version two
C5H9NO4 | ωB97M-V with the def2-TZVPD basis set

The HOMO energy is -10.03 eV. The total charge is 0. Its lowest unoccupied orbital energy is 0.423 eV.

Positions of all 19 atoms, in Å:
N 0.3360 0.2911 1.9756
C 1.0234 0.0880 0.7164
C 0.1316 0.1339 -0.5488
C -0.8541 -1.0170 -0.5408
C -1.8052 -0.9783 -1.7566
O -2.0048 -1.9016 -2.5108
O -2.4462 0.2250 -1.7916
C 2.1449 1.1219 0.6376
O 2.6728 1.3693 -0.4089
O 2.4704 1.7088 1.7678
H 0.0069 -0.6006 2.3152
H -0.4547 0.9094 1.7994
H 1.4412 -0.9232 0.7168
H -0.4080 1.0887 -0.5119
H 0.7459 0.1008 -1.4643
H -0.4939 -2.0625 -0.5678
H -1.5287 -0.9461 0.3255
H -2.9358 0.1445 -2.6224
H 1.9584 1.2480 2.4696

Relative energies, unit eV: version one 3.946; version two 0.000

Version one
C3H12NO | ωB97M-V with the def2-TZVPD basis set

As for the spin multiplicity: 2. The HOMO energy (alpha / beta) is -3.20 / -10.88 eV. The total charge is 0. Its lowest unoccupied orbital energy (alpha / beta) is 0.937 / 0.637 eV.

Positions of all 17 atoms, in Å:
C 1.2432 -1.2610 -1.7867
O -0.1299 -1.5508 -1.5939
H 1.4143 -0.2749 -2.2418
H 1.7532 -2.0229 -2.3832
H 1.7538 -1.2839 -0.8231
H -0.4661 -2.0662 -2.3370
C 0.6109 1.7776 1.3601
C -0.6330 0.9920 1.7210
N -1.0950 0.1340 0.5955
H 1.0516 2.1648 2.2768
H 0.3314 2.6398 0.7606
H 1.2999 1.1765 0.7871
H -1.4856 1.6174 1.9765
H -0.4961 0.3472 2.5813
H -2.1275 -0.1444 0.6679
H -0.9496 0.6241 -0.3133
H -0.6089 -0.7786 0.5339

Version two
C3H12NO | ωB97M-V with the def2-TZVPD basis set

As for the spin multiplicity: 2. The HOMO energy (alpha / beta) is -2.99 / -12.22 eV. The total charge is 0. Its lowest unoccupied orbital energy (alpha / beta) is 0.724 / 0.481 eV.

Positions of all 17 atoms, in Å:
C -0.0304 -1.7215 0.0270
C 0.8213 -0.4809 0.1177
C 1.3578 0.1185 -1.1719
N 0.1191 0.5981 0.9542
H -0.3177 -2.0470 1.0285
H -0.9576 -1.4963 -0.4927
H 0.5674 -2.5052 -0.4377
H 1.7246 -0.6298 0.7095
H 0.5984 0.3718 -1.9012
H 1.9675 -0.6743 -1.6356
H 2.0450 0.9426 -0.9969
H 0.6481 1.4945 0.8113
H -0.8485 0.9224 0.7490
H 0.3056 0.3419 1.9459
H -3.1879 1.0454 0.4303
H -2.4584 2.2561 -0.3369
O -2.3543 1.4638 0.1995

Relative energies, unit eV: version one 0.550; version two 0.000